# 1
A molecular structure, C23H18F3N6O2RuS at a distorted geometry. Source: the OMol25 dataset; level of theory: ωB97M-V with the def2-TZVPD basis set.

HOMO-LUMO gap (alpha / beta) in eV: 7.48 / 6.17
Highest occupied orbital energy (alpha / beta) in eV: -10.67 / -11.65
LUMO level (alpha / beta) in eV: -3.19 / -5.48
Calculated total energy in Ha: -2158.77544
Energy above the lowest of the compared OMol25 structures with the same formula, charge and spin in kJ/mol: 10.81
Multiplicity: 5
Net charge: +1

Structure (XYZ):
```
54
C23H18F3N6O2RuS ωB97M-V with the def2-TZVPD basis set
Ru 0.1273 0.2624 -0.0688
O -2.6489 -0.4788 3.0437
C -1.6493 -0.4212 2.3693
N -1.4278 0.4811 1.3151
C -2.3025 1.4750 1.0385
C -3.3024 1.9682 1.9284
C -4.1180 2.9742 1.5201
C -3.9981 3.5419 0.2211
C -3.0501 3.1153 -0.6676
C -2.1724 2.0830 -0.2845
N -1.1828 1.5536 -1.0509
C -0.7587 2.0477 -2.2704
O -1.3053 2.8729 -2.9618
C 0.5513 1.4202 -2.7071
C 1.0455 1.6498 -3.9692
C 2.2284 1.0317 -4.3472
C 2.8811 0.2134 -3.4414
C 2.3432 0.0462 -2.1800
N 1.1984 0.6353 -1.8215
C -0.5507 -1.4295 2.5598
C -0.3679 -2.0528 3.7796
C 0.6198 -3.0221 3.8706
C 1.3519 -3.3471 2.7389
C 1.0901 -2.6723 1.5584
N 0.1628 -1.7229 1.4758
H -3.3929 1.5520 2.9163
H -4.8669 3.3574 2.1999
H -4.6655 4.3436 -0.0683
H -2.9516 3.5607 -1.6439
H 0.4892 2.3030 -4.6265
H 2.6369 1.1884 -5.3368
H 3.8061 -0.2850 -3.6942
H 2.8351 -0.5527 -1.4273
H -0.9853 -1.7731 4.6217
H 0.8112 -3.5234 4.8103
H 2.1176 -4.1099 2.7653
H 1.6327 -2.8941 0.6461
F 2.8027 1.1683 0.6004
C 1.6711 0.7721 1.2564
F 2.1063 -0.0494 2.2286
F 1.2273 1.8991 1.8901
C -3.7224 -0.6786 -2.2524
N -3.4511 -1.5323 -1.0952
C -4.4075 -1.9995 -0.2021
C -3.7783 -2.8038 0.6725
N -2.4491 -2.8161 0.2911
C -2.2411 -2.0324 -0.7820
S -0.7626 -1.7511 -1.5967
H -4.7622 -0.3683 -2.2056
H -3.5424 -1.2311 -3.1713
H -3.0743 0.1916 -2.2297
H -5.4419 -1.7143 -0.2728
H -4.1480 -3.3529 1.5191
H -1.7029 -3.3275 0.7336
```

=====

# 2
C23H18N2O4 in the gas phase at a distorted geometry. Source: the OMol25 dataset; level of theory: ωB97M-V with the def2-TZVPD basis set.

SMILES string: Cc1ccccc1CNC(=O)Oc1ccc(C(=O)c2nc3ccccc3o2)cc1
HOMO-LUMO gap in eV: 8.60
Highest occupied orbital energy in eV: -9.30
LUMO level in eV: -0.69
Calculated total energy in Ha: -1297.73584
Energy above the lowest of the compared OMol25 structures with the same formula, charge and spin in kJ/mol: 152.31

Structure (XYZ):
```
47
C23H18N2O4 ωB97M-V with the def2-TZVPD basis set
O -2.4646 1.8819 -4.3157
O 2.5342 -0.7052 -1.0279
N -3.8902 2.8201 -1.1791
O 0.6455 -2.0016 -0.6137
O -3.9900 3.9922 -3.1160
C -2.6139 1.8616 -3.0980
C 1.9903 -1.7595 -0.7474
C -3.5164 2.8657 -2.4467
C -5.7275 5.8334 0.1233
C -5.8461 6.4963 -1.1035
C 4.3101 -4.9121 3.9954
C 4.5271 -5.5285 2.8005
C -5.1305 4.5436 0.1615
C -0.6152 -1.2432 -2.4441
C -0.6181 0.0300 -0.3810
C -5.3172 5.9185 -2.2471
C -1.3776 -0.2801 -3.0447
C -1.3642 1.0232 -1.0168
C 3.9874 -3.5332 4.0304
C 4.5296 -4.7879 1.6165
C -4.6546 3.9618 -0.9918
C -0.1717 -1.0554 -1.1176
C -4.7153 4.6702 -2.1875
C -1.7936 0.8704 -2.3573
C 3.9525 -2.7837 2.8535
C 4.1745 -3.4401 1.6069
N 2.7776 -2.8280 -0.3368
C 3.5924 -1.3204 2.9443
C 4.0993 -2.7087 0.2811
H -6.0730 6.3147 1.0442
H -6.2909 7.4851 -1.1307
H 4.3430 -5.4669 4.9375
H 4.7421 -6.6185 2.7974
H -5.0447 4.0461 1.1240
H -0.2808 -2.0865 -3.0585
H -0.3562 0.0683 0.6719
H -5.3151 6.4131 -3.2088
H -1.6897 -0.3932 -4.0692
H -1.6592 1.9066 -0.4640
H 3.7078 -3.1096 4.9697
H 4.7083 -5.3057 0.6570
H 2.1611 -3.5153 0.1059
H 4.5140 -0.7322 2.9899
H 2.9768 -1.1284 3.8267
H 3.0083 -1.0068 2.0658
H 4.3614 -1.6406 0.4721
H 4.8733 -3.1114 -0.3716
```

=====

# 3
C23H18N2O5S in the gas phase at a distorted geometry. Source: the OMol25 dataset; level of theory: ωB97M-V with the def2-TZVPD basis set.

SMILES string: C=CCc1cc(OC)c2oc(=O)c(-c3cn(-c4cccc(C(=O)O)c4)c(=S)[nH]3)cc2c1
HOMO-LUMO gap in eV: 6.89
Highest occupied orbital energy in eV: -7.59
LUMO level in eV: -0.70
Calculated total energy in Ha: -1771.13781
Energy above the lowest of the compared OMol25 structures with the same formula, charge and spin in kJ/mol: 49.57

Structure (XYZ):
```
49
C23H18N2O5S ωB97M-V with the def2-TZVPD basis set
O 1.9986 -1.5426 -0.7519
O -2.6505 -2.2072 -4.9298
S -1.3802 4.0819 -1.6668
O -2.7494 -1.7056 -7.1385
O 2.1557 -1.8922 1.5214
O 3.1891 -3.2580 3.8893
C 1.8069 -1.1428 0.3929
C -2.4907 -1.3813 -5.8281
C -0.5052 2.6491 -1.5887
C 3.2815 -0.2444 8.7048
C 1.1271 0.2042 0.5850
C 0.9866 0.7099 1.8689
C 0.5121 0.9943 -0.4872
C 0.2732 0.5752 -1.7674
C 2.9579 0.4700 7.5836
C -1.5920 2.3218 -5.9293
C -2.0364 1.0535 -6.3084
C -1.0245 2.5330 -4.6612
C -1.4187 0.1789 -4.1682
C 2.5905 -1.4206 5.1665
C 1.4527 0.5081 4.2731
C 2.6361 -1.9992 3.8761
C 2.0680 -1.3080 2.7840
C -2.0018 -0.0220 -5.4329
C 1.5331 -0.0416 2.9973
C -0.9656 1.4438 -3.7598
C 1.9461 -0.1898 5.3809
N 0.0742 2.3112 -0.4214
N -0.3850 1.5845 -2.4732
C 2.7130 -4.2710 2.9911
C 1.6934 0.2784 6.8006
H -3.0359 -2.6509 -7.0797
H 2.6146 -1.0078 9.0662
H 4.2226 -0.0541 9.2063
H 0.5071 1.6678 2.0093
H 0.4322 -0.4391 -2.1583
H 3.6938 1.1535 7.1715
H -1.6605 3.1269 -6.6552
H -2.4980 0.9068 -7.3031
H -0.6077 3.5084 -4.3127
H -1.4095 -0.6944 -3.5144
H 3.0129 -1.9717 6.0148
H 1.0112 1.5143 4.4167
H -0.1659 2.7594 0.4469
H 3.1369 -4.2373 1.9965
H 2.8958 -5.2805 3.3607
H 1.6484 -4.2169 2.8910
H 1.1797 1.2303 6.8350
H 1.0142 -0.4053 7.2945
```

=====

# 4
A molecular structure, C23H19BrCl3CoF2GeNO4 at a distorted geometry. Source: the OMol25 dataset; level of theory: ωB97M-V with the def2-TZVPD basis set.

HOMO-LUMO gap (alpha / beta) in eV: 7.88 / 4.45
Highest occupied orbital energy (alpha / beta) in eV: -8.35 / -8.53
LUMO level (alpha / beta) in eV: -0.47 / -4.08
Calculated total energy in Ha: -8857.56217
Multiplicity: 6

Structure (XYZ):
```
55
C23H19BrCl3CoF2GeNO4 ωB97M-V with the def2-TZVPD basis set
Co 1.3215 1.0546 0.8400
F 0.1113 3.3509 1.9374
C 1.1615 2.5108 2.2671
F 2.2845 3.3488 2.1594
H 0.9592 2.1607 3.3202
Cl 3.1751 -1.8416 -1.3564
Ge 3.2045 -0.4723 0.3711
Cl 3.8722 -1.6688 2.1159
Cl 4.9009 0.8857 0.1125
C -2.6121 0.0541 -2.8453
C -2.4936 -1.2910 -2.1508
C -1.5795 -2.1115 -2.7010
C -1.1832 -3.2937 -2.0907
C -1.6124 -3.5698 -0.8212
C -2.5024 -2.6714 -0.1821
N -2.7625 -2.8211 1.1811
C -1.6505 -3.1085 2.0820
C -1.7941 -4.2546 2.8874
C -1.0432 -4.4196 4.0468
C -0.0877 -3.4776 4.3212
C 0.1972 -2.4173 3.4545
C -0.5331 -2.2110 2.3134
C -0.3754 -0.8812 1.6557
O -1.2306 -0.3985 0.9026
O 0.6768 -0.2633 2.0896
C -3.1085 -1.6199 -0.9646
C -4.1551 -0.8438 -0.2871
H -2.1636 -0.0744 -3.8751
H -2.2588 1.0149 -2.3839
H -3.6307 0.3826 -3.0315
H -0.9877 -1.8079 -3.5890
H -0.5103 -4.0448 -2.5363
H -1.0477 -4.3349 -0.2746
H -3.2657 -2.0390 1.5325
H -2.7138 -4.8638 2.6964
H -1.1875 -5.2615 4.7603
H 0.5074 -3.4910 5.2040
H 0.9082 -1.6478 3.7412
H -3.8131 -0.2882 0.5937
H -5.0655 -1.4523 -0.0130
H -4.5970 -0.1022 -0.9770
Br 2.6683 2.5624 -4.4745
C 2.8447 3.6693 -2.8875
C 3.8805 4.5710 -2.9169
C 4.0979 5.3868 -1.8174
C 3.1786 5.4911 -0.8200
C 2.0475 4.6762 -0.8571
C 1.9352 3.6527 -1.8063
C 0.9072 2.5107 -1.7434
O -0.0773 2.6453 -2.4762
O 1.1115 1.4706 -0.9797
H 4.5057 4.6196 -3.8202
H 5.0546 5.8750 -1.8030
H 3.2174 6.2525 -0.0253
H 1.3132 4.8980 -0.0786
```